Entry 1:
{
  "formula": "C39H86Ca3N3O16P2",
  "method": "the ωB97M-V functional and the def2-TZVPD basis",
  "elements": ["Ca", "Ca", "Ca", "P", "O", "O", "O", "O", "P", "O", "O", "O", "O", "O", "C", "O", "O", "H", "C", "C", "C", "O", "C", "H", "H", "H", "H", "H", "H", "H", "H", "C", "C", "C", "O", "C", "H", "H", "H", "H", "H", "H", "H", "H", "C", "C", "C", "O", "C", "H", "H", "H", "H", "H", "H", "H", "H", "C", "C", "C", "O", "C", "H", "H", "H", "H", "H", "H", "H", "H", "C", "C", "C", "O", "C", "H", "H", "H", "H", "H", "H", "H", "H", "C", "C", "N", "C", "C", "C", "C", "H", "H", "H", "H", "H", "H", "H", "H", "H", "H", "H", "H", "H", "H", "H", "C", "C", "N", "C", "C", "C", "C", "H", "H", "H", "H", "H", "H", "H", "H", "H", "H", "H", "H", "H", "H", "H", "C", "C", "N", "C", "C", "C", "C", "H", "H", "H", "H", "H", "H", "H", "H", "H", "H", "H", "H", "H", "H", "H"],
  "positions_angstrom": [[-0.3636, -2.2983, -1.2507], [-2.3127, 0.4610, -2.0592], [-1.0062, -0.8760, 2.0252], [-2.7047, -2.3455, -3.0693], [-1.3761, -1.4071, -3.0999], [-3.5038, -1.0159, -3.3033], [-2.3868, -3.0777, -1.7370], [-2.6149, -3.0666, -4.3829], [-0.0723, 0.3740, -0.1525], [-1.3884, -0.4568, -0.3123], [-0.1778, 0.9746, -1.5562], [0.6045, -0.9793, 0.3523], [-0.5099, 1.1447, 1.1250], [-3.1392, -3.9931, 0.5621], [-2.3580, -3.2213, 1.3032], [-1.1245, -3.1184, 0.9772], [-2.7481, -2.5860, 2.3146], [-2.8305, -3.8241, -0.3869], [6.1556, -0.2304, 1.0637], [5.4382, -0.2278, -0.2872], [3.9605, -0.2216, 0.1644], [3.9625, 0.2139, 1.5326], [5.2668, 0.6835, 1.8822], [7.2213, 0.0085, 1.1205], [6.1101, -1.2042, 1.5665], [5.8262, -1.0997, -0.8106], [5.6441, 0.7089, -0.8043], [3.4966, -1.2041, 0.1147], [3.4179, 0.4799, -0.4726], [5.3559, 0.5654, 2.9622], [5.3781, 1.7422, 1.6134], [1.9433, 4.5007, 3.1223], [1.1904, 4.6835, 1.7818], [-0.2711, 4.4984, 2.1417], [-0.3460, 5.0983, 3.4382], [0.8202, 4.7243, 4.1616], [2.7532, 5.2241, 3.1814], [2.3457, 3.4954, 3.2413], [1.6551, 4.0968, 0.9883], [1.3569, 5.7225, 1.4795], [-0.6110, 3.4634, 2.0956], [-0.8958, 5.1062, 1.4850], [0.6512, 3.8459, 4.7938], [1.0501, 5.5634, 4.8230], [2.3634, -1.0336, -6.2106], [2.3350, 0.1485, -5.2397], [0.8783, 0.2041, -4.7436], [0.1291, -0.5684, -5.6680], [0.9293, -1.0906, -6.7013], [2.4951, -1.9150, -5.5681], [3.1630, -1.0696, -6.9459], [2.6902, 1.0660, -5.7280], [3.0728, 0.0327, -4.4399], [0.5483, 1.2435, -4.8234], [0.8433, -0.2181, -3.7397], [0.7651, -0.5138, -7.6256], [0.5639, -2.1012, -6.8991], [2.1974, 5.5414, -2.1152], [1.2810, 4.3113, -2.0855], [2.2145, 3.1008, -2.0977], [3.5363, 3.6333, -2.1999], [3.4309, 4.9226, -2.7898], [2.4506, 5.8671, -1.1089], [1.7693, 6.3524, -2.7018], [0.5060, 4.3363, -2.8539], [0.6708, 4.2150, -1.1802], [1.9345, 2.3891, -2.8844], [2.1515, 2.4743, -1.2065], [3.4569, 4.9542, -3.8826], [4.3437, 5.4105, -2.4275], [-4.1976, 0.7770, 5.0097], [-3.1207, 1.8824, 4.8799], [-2.2963, 1.4747, 3.6521], [-2.7023, 0.1457, 3.3738], [-4.0882, 0.0439, 3.6732], [-5.1526, 1.2773, 5.1804], [-4.0476, 0.1517, 5.8884], [-2.4890, 2.0854, 5.7485], [-3.5872, 2.8619, 4.7413], [-1.2139, 1.5490, 3.7924], [-2.4259, 2.1690, 2.8112], [-4.2402, -1.0308, 3.7712], [-4.7549, 0.4124, 2.8908], [0.2348, -5.9783, -3.8399], [-0.1776, -4.7954, -2.9624], [0.9714, -4.1298, -2.2481], [1.6917, -5.1298, -1.4426], [0.8346, -5.8661, -0.4518], [1.8654, -3.4661, -3.2177], [2.7191, -2.4025, -2.5319], [1.1773, -5.7468, -4.3453], [-0.4805, -6.1467, -4.6442], [0.3597, -6.9090, -3.2832], [-0.6552, -4.0445, -3.5969], [-0.8305, -5.1184, -2.1577], [2.4741, -4.5462, -0.9365], [2.3117, -5.7906, -2.0729], [0.2143, -6.6215, -0.9359], [0.2106, -5.2067, 0.1524], [1.4894, -6.4368, 0.2149], [2.5226, -4.2242, -3.6562], [1.1905, -2.9840, -3.9293], [2.2247, -1.7557, -1.8077], [3.5464, -2.8778, -1.9871], [3.2553, -1.8329, -3.2953], [-5.2854, -0.5216, -0.7933], [-5.2082, 0.9616, -0.4978], [-4.2951, 1.7542, -1.3540], [-3.5390, 2.6971, -0.5237], [-2.4588, 3.4993, -1.2695], [-5.0679, 2.4427, -2.3863], [-6.0041, 1.5526, -3.2200], [-4.3573, -1.0354, -0.5280], [-5.4760, -0.7486, -1.8390], [-6.0845, -0.9803, -0.2037], [-6.2363, 1.3514, -0.5245], [-4.9121, 1.0784, 0.5493], [-4.1113, 3.2741, 0.2185], [-2.9535, 2.0429, 0.1472], [-1.6298, 3.7102, -0.5972], [-2.0175, 2.8117, -1.9903], [-2.8422, 4.3852, -1.7691], [-4.4152, 2.9042, -3.1308], [-5.7586, 3.1847, -1.9550], [-5.5348, 0.9042, -3.9593], [-6.6828, 2.2268, -3.7532], [-6.6543, 0.9246, -2.6135], [-1.0530, -1.9321, 5.8592], [0.1176, -1.0995, 5.3927], [0.5263, -1.3612, 4.0002], [0.8122, -2.7854, 3.7643], [1.8627, -3.4401, 4.6606], [1.7499, -0.6068, 3.6670], [1.6062, 0.9133, 3.6800], [-0.8372, -2.9901, 6.0335], [-1.9166, -1.8774, 5.1955], [-1.3932, -1.5403, 6.8237], [-0.3596, -0.1160, 5.2544], [0.9304, -0.9213, 6.1027], [-0.1059, -3.3819, 3.7892], [1.1174, -2.9390, 2.7238], [1.6782, -3.2607, 5.7200], [1.9007, -4.5155, 4.4807], [2.8606, -3.0906, 4.3864], [2.1456, -0.9191, 2.7028], [2.5212, -0.8461, 4.4167], [2.6360, 1.2816, 3.6304], [1.2000, 1.2945, 4.6184], [1.1084, 1.3055, 2.7921]],
  "forces_ev_per_a": [[-0.868, -0.110, -0.153], [-0.045, -1.903, -1.657], [-0.881, -1.444, -0.110], [3.914, 4.275, -4.246], [3.173, -0.415, 1.619], [-3.871, -0.774, 2.030], [-2.198, -0.971, 0.497], [-1.184, -2.116, 0.789], [-4.453, -2.248, 1.013], [-4.122, -0.980, 0.422], [3.710, 1.824, 0.560], [4.262, 2.174, -0.468], [2.262, 1.788, -0.379], [-0.300, 0.413, 0.253], [1.228, 0.288, 0.434], [0.421, -0.130, -0.563], [-0.947, -0.148, 0.105], [-0.268, -0.067, -0.210], [0.413, 0.121, 1.072], [0.579, -0.185, 1.044], [0.616, -0.046, -0.344], [-0.149, 0.249, -0.087], [-0.483, -0.293, -0.183], [-0.103, 0.405, -0.527], [-0.259, -0.143, -0.370], [-0.594, 0.104, -0.606], [0.215, -0.182, -0.257], [-0.146, 0.044, 0.054], [-0.311, -0.071, 0.172], [0.114, 0.065, 0.008], [0.074, -0.019, 0.000], [-0.629, -0.322, -0.079], [1.105, 0.318, 0.062], [0.241, 0.587, -0.402], [-0.286, -0.489, 0.085], [0.416, 0.669, 0.029], [0.033, -0.026, 0.253], [0.092, 0.062, -0.175], [-0.506, -0.401, 0.023], [-0.264, 0.026, -0.019], [0.122, -0.192, 0.225], [-0.175, -0.119, 0.048], [-0.092, -0.123, -0.196], [-0.050, -0.070, 0.066], [-0.238, -0.762, 1.228], [1.102, 0.574, -0.366], [1.118, -0.009, -0.889], [-0.197, -0.035, 0.274], [-0.345, 0.091, -0.540], [0.112, -0.104, -0.250], [-0.119, 0.333, -0.203], [-0.503, 0.026, -0.167], [-0.249, -0.200, 0.143], [-0.291, -0.055, 0.602], [-0.701, 0.209, -0.008], [0.183, 0.089, 0.036], [0.152, -0.051, -0.001], [-0.081, -0.773, -0.826], [-1.151, -0.132, 1.086], [-0.295, -0.539, -0.319], [-0.332, -0.306, -0.732], [1.138, 0.608, 1.567], [0.041, 0.119, -0.019], [0.006, 0.139, 0.161], [0.467, -0.194, -0.452], [0.178, 0.437, 0.100], [0.397, 0.269, -0.343], [0.089, 0.377, 0.263], [-0.431, -0.349, -0.054], [-0.055, 0.235, -0.384], [-0.164, 1.072, 0.260], [0.103, 0.767, 0.118], [0.251, 1.119, 0.221], [0.397, 0.506, -0.741], [0.139, -1.227, 1.027], [-0.165, -0.261, -0.244], [0.274, -0.299, -0.248], [-0.041, -0.683, 0.139], [-0.110, -0.137, -0.356], [-0.016, -0.566, 0.282], [-0.563, -0.378, -0.158], [-0.293, 0.042, -0.132], [0.286, 0.343, -0.104], [0.280, 0.137, -0.167], [0.730, 0.028, -0.023], [-0.318, -1.166, -0.660], [1.112, 1.364, -0.114], [0.201, -0.695, 0.227], [-0.571, 0.263, 1.138], [1.234, -0.616, -0.187], [0.018, -0.154, 0.024], [-0.227, 0.037, 0.184], [0.043, 0.005, -0.006], [-0.320, -0.013, 0.280], [-0.502, 0.100, -0.335], [-0.204, -0.151, 0.392], [-0.499, -0.283, -0.139], [-0.180, 0.165, -0.026], [-0.026, 0.064, -0.071], [-0.024, 0.151, 0.089], [-0.007, 0.233, -0.498], [0.231, -0.149, -0.315], [-0.253, 0.167, -0.265], [-0.214, -0.047, 0.158], [-0.333, 0.337, 0.074], [0.181, -0.446, -0.053], [-0.444, -0.227, 0.593], [-0.983, 0.587, 0.196], [1.451, -0.689, 1.054], [-0.656, -0.655, 0.137], [-0.835, -0.539, -0.933], [-0.382, -0.024, -0.152], [-0.006, -0.011, -0.037], [0.162, 0.077, -0.070], [0.038, 0.130, 0.130], [0.184, 0.367, -0.183], [0.243, 0.086, -0.090], [-0.445, 0.315, -0.619], [-0.028, 0.029, -0.042], [-0.150, 0.324, 0.104], [0.169, 0.491, -0.400], [0.154, 0.059, -0.071], [0.214, 0.350, 0.403], [0.483, 0.285, 0.257], [0.361, -0.009, 0.225], [0.125, 0.000, -0.082], [0.078, 0.015, 0.104], [-0.080, -0.648, 0.872], [-1.584, 1.707, -1.359], [0.919, -0.877, -0.039], [-0.264, -1.116, -0.394], [0.315, 0.127, -0.315], [0.197, 0.487, 0.669], [0.757, -0.152, -0.116], [0.121, 0.054, -0.138], [0.224, 0.054, -0.295], [0.072, 0.026, -0.029], [0.335, 0.150, 0.588], [0.192, -0.631, -0.007], [-0.162, 0.338, 0.335], [0.086, 0.432, -0.018], [0.072, -0.035, 0.028], [-0.281, -0.022, 0.067], [0.004, 0.162, 0.287], [-0.242, -0.050, -0.102], [0.002, -0.101, -0.073], [-0.090, 0.099, -0.047], [-0.232, 0.018, -0.107], [-0.348, -0.027, 0.157]],
  "mulliken_charge": [0.903, 0.567, 0.354, 0.920, -1.304, -0.619, -0.690, -0.963, 1.967, 1.544, -0.973, -1.649, -0.959, -0.638, 0.094, -0.076, -0.620, 0.507, -0.776, -0.615, 1.094, -0.080, -0.570, 0.444, 0.269, 0.350, 0.244, -0.365, -0.499, 0.320, 0.276, -0.187, -0.056, 0.444, -0.535, -0.450, 0.435, -0.296, 0.017, 0.445, -0.636, 0.302, 0.160, 0.316, -0.160, -0.732, 0.673, -0.411, -0.631, -0.151, 0.468, 0.432, 0.234, 0.441, -0.552, 0.250, 0.356, -0.582, 0.518, 0.879, -0.462, -0.625, 0.133, 0.401, 0.422, -0.582, -0.228, -0.604, 0.247, 0.377, -0.613, -0.814, 0.987, 0.548, -0.662, 0.353, 0.231, 0.313, 0.432, -0.691, -0.433, 0.377, 0.140, -1.591, -0.240, 1.281, -0.581, -1.411, -1.631, -1.002, 0.277, 0.437, 0.294, 0.070, 0.643, 0.310, 0.404, 0.277, 0.149, 0.470, 0.297, 0.693, -0.268, 0.655, 0.486, -0.799, -0.736, 1.176, 0.053, -0.352, -0.679, -1.325, -0.189, 0.288, 0.501, 0.423, -0.115, 0.599, -0.494, -0.267, -0.131, 0.571, 0.297, 0.353, 0.276, 0.454, 0.321, -1.365, -0.225, 1.336, -0.401, -1.645, -1.785, -0.925, 0.333, 0.063, 0.446, -0.185, 0.412, 0.562, 0.043, 0.292, 0.482, 0.296, 0.742, 0.613, 0.417, 0.474, 0.088],
  "lumo_ev": 2.1,
  "total_charge": -1,
  "homo_lumo_gap_ha": 0.215,
  "e_homo_ha": -0.138
}



Entry 2:
{
  "formula": "C6H17NO",
  "method": "the ωB97M-V functional and the def2-TZVPD basis",
  "elements": ["C", "C", "C", "C", "C", "C", "N", "H", "H", "H", "H", "H", "H", "H", "H", "H", "H", "H", "H", "H", "H", "H", "H", "H", "O"],
  "positions_angstrom": [[-0.2791, -0.2229, -1.5015], [-0.9767, 0.5080, -0.3564], [-0.7445, -0.2011, 1.0124], [0.6703, -0.5308, 1.3001], [0.9480, -1.9584, 0.8225], [0.8089, -0.6472, 2.7993], [-0.4771, 1.9140, -0.3481], [0.7851, -0.3610, -1.5221], [-0.6835, 0.3018, -2.4683], [-0.9148, -1.0666, -1.5721], [-2.1084, 0.2816, -0.6092], [-1.2230, 0.3823, 1.7772], [-1.3346, -1.2239, 0.9383], [1.4103, 0.3288, 0.8806], [1.2165, -1.9129, -0.2164], [0.0961, -2.6440, 0.9404], [1.7336, -2.3634, 1.3853], [-0.1582, -0.9781, 3.1022], [0.8602, 0.3335, 3.2024], [1.6719, -1.2312, 3.1833], [-0.3025, 2.2916, -1.2850], [-0.9533, 2.5625, 0.2758], [0.1773, 1.4541, -3.5259], [0.1020, 2.8317, -4.2880], [-0.3244, 2.1517, -3.9269]],
  "forces_ev_per_a": [[-2.508, 1.999, -1.889], [-0.369, 0.322, -0.063], [-2.007, -0.869, -2.279], [2.134, 0.276, 0.165], [-0.357, 0.718, -1.277], [0.601, 0.641, 0.241], [-0.353, -1.057, 0.329], [0.253, -0.004, 0.134], [1.226, -0.722, 1.613], [0.293, -1.947, -0.211], [1.672, 1.220, 0.497], [-0.202, 0.460, 0.552], [0.874, 2.022, 0.303], [-1.648, -2.249, 0.634], [0.133, -0.547, -0.531], [0.062, 0.427, 0.011], [1.403, -0.702, 0.544], [-0.440, -1.060, 0.915], [0.271, 1.107, 0.688], [-0.709, 0.184, -0.302], [-0.422, -0.136, 0.498], [-0.041, -0.246, -0.430], [1.379, -0.153, -0.089], [3.595, 4.025, -2.192], [-4.840, -3.709, 2.140]],
  "nbo_charge": [-0.886, -0.048, -0.406, -0.254, -0.620, -0.604, -0.902, 0.204, 0.207, 0.197, 0.146, 0.194, 0.187, 0.226, 0.219, 0.195, 0.189, 0.197, 0.197, 0.194, 0.386, 0.349, 0.411, 0.368, -1.346],
  "lumo_ev": [3.4, 3.3],
  "relative_energy_kj_mol": 163.0,
  "total_charge": -1,
  "homo_lumo_gap_ha": [0.080, 0.332],
  "spin_multiplicity": 2,
  "e_homo_ha": [0.044, -0.212]
}



Repeat the second record exactly.
{
  "formula": "C6H17NO",
  "method": "the ωB97M-V functional and the def2-TZVPD basis",
  "elements": ["C", "C", "C", "C", "C", "C", "N", "H", "H", "H", "H", "H", "H", "H", "H", "H", "H", "H", "H", "H", "H", "H", "H", "H", "O"],
  "positions_angstrom": [[-0.2791, -0.2229, -1.5015], [-0.9767, 0.5080, -0.3564], [-0.7445, -0.2011, 1.0124], [0.6703, -0.5308, 1.3001], [0.9480, -1.9584, 0.8225], [0.8089, -0.6472, 2.7993], [-0.4771, 1.9140, -0.3481], [0.7851, -0.3610, -1.5221], [-0.6835, 0.3018, -2.4683], [-0.9148, -1.0666, -1.5721], [-2.1084, 0.2816, -0.6092], [-1.2230, 0.3823, 1.7772], [-1.3346, -1.2239, 0.9383], [1.4103, 0.3288, 0.8806], [1.2165, -1.9129, -0.2164], [0.0961, -2.6440, 0.9404], [1.7336, -2.3634, 1.3853], [-0.1582, -0.9781, 3.1022], [0.8602, 0.3335, 3.2024], [1.6719, -1.2312, 3.1833], [-0.3025, 2.2916, -1.2850], [-0.9533, 2.5625, 0.2758], [0.1773, 1.4541, -3.5259], [0.1020, 2.8317, -4.2880], [-0.3244, 2.1517, -3.9269]],
  "forces_ev_per_a": [[-2.508, 1.999, -1.889], [-0.369, 0.322, -0.063], [-2.007, -0.869, -2.279], [2.134, 0.276, 0.165], [-0.357, 0.718, -1.277], [0.601, 0.641, 0.241], [-0.353, -1.057, 0.329], [0.253, -0.004, 0.134], [1.226, -0.722, 1.613], [0.293, -1.947, -0.211], [1.672, 1.220, 0.497], [-0.202, 0.460, 0.552], [0.874, 2.022, 0.303], [-1.648, -2.249, 0.634], [0.133, -0.547, -0.531], [0.062, 0.427, 0.011], [1.403, -0.702, 0.544], [-0.440, -1.060, 0.915], [0.271, 1.107, 0.688], [-0.709, 0.184, -0.302], [-0.422, -0.136, 0.498], [-0.041, -0.246, -0.430], [1.379, -0.153, -0.089], [3.595, 4.025, -2.192], [-4.840, -3.709, 2.140]],
  "nbo_charge": [-0.886, -0.048, -0.406, -0.254, -0.620, -0.604, -0.902, 0.204, 0.207, 0.197, 0.146, 0.194, 0.187, 0.226, 0.219, 0.195, 0.189, 0.197, 0.197, 0.194, 0.386, 0.349, 0.411, 0.368, -1.346],
  "lumo_ev": [3.4, 3.3],
  "relative_energy_kj_mol": 163.0,
  "total_charge": -1,
  "homo_lumo_gap_ha": [0.080, 0.332],
  "spin_multiplicity": 2,
  "e_homo_ha": [0.044, -0.212]
}